2 unconnected molecules or ions with the total composition C17H27O3Si, computed with the ωB97M-V functional and the def2-TZVPD basis.

Calculated values
Charge: +1
ΔE to the lowest compared entry with this formula, charge and spin (kcal/mol): 16.9
Frontier orbital gap (eV): 5.6
HOMO level (eV): -10.62
Maximum force (eV/Å): 2.30
DFT total energy (Ha): -1178.9534

Last column: natural (NBO) charge in e.
Atoms and positions in Å:
C  3.8924  -0.9974  2.5757  -0.268
O  3.1767  0.2552  2.5545  -0.446
C  1.8161  0.2375  2.5426  0.425
C  1.1800  1.5083  2.5193  -0.274
C  -0.1866  1.6028  2.4321  -0.072
C  -0.9784  0.4247  2.3391  -0.259
C  -2.3849  0.5364  2.1621  0.457
O  -3.1486  -0.5288  2.2018  -0.424
C  -4.5543  -0.3370  2.4975  -0.271
C  -0.3491  -0.8514  2.4279  -0.075
C  1.0260  -0.9423  2.5193  -0.265
H  4.9380  -0.6965  2.5827  0.227
H  3.6607  -1.5722  3.4845  0.196
H  3.6814  -1.5984  1.6786  0.197
H  1.8171  2.3975  2.5826  0.258
H  -0.6972  2.5717  2.4528  0.237
H  -2.8897  1.5162  2.1338  0.207
H  -4.9964  -1.3295  2.5828  0.234
H  -4.6570  0.2090  3.4481  0.206
H  -5.0580  0.2320  1.6989  0.216
H  -0.9613  -1.7453  2.4445  0.245
H  1.5129  -1.9144  2.5826  0.241
C  1.7809  1.9082  -3.1045  -1.144
Si  0.0914  2.1912  -3.8098  1.885
C  -0.7700  3.6907  -3.1132  -1.156
C  0.0950  2.2264  -5.6707  -1.149
O  -0.7171  0.7711  -3.2956  -0.837
C  -1.8982  0.7247  -2.6668  0.394
C  -2.1018  0.3858  -1.3512  -0.342
C  -3.5235  0.5681  -0.9899  -0.414
C  -4.1568  1.2762  -2.2064  -0.388
C  -3.1842  1.0961  -3.3745  -0.476
H  2.4290  2.7795  -3.2614  0.242
H  1.7209  1.7067  -2.0269  0.236
H  2.2441  1.0379  -3.5879  0.251
H  -0.1516  4.5792  -3.3155  0.252
H  -1.7555  3.8636  -3.5689  0.245
H  -0.8986  3.6165  -2.0237  0.240
H  0.6170  3.1267  -6.0278  0.246
H  0.6206  1.3509  -6.0743  0.251
H  -0.9195  2.2415  -6.0892  0.247
H  -1.3296  0.0110  -0.6813  0.202
H  -4.0265  -0.3950  -0.8154  0.194
H  -3.6676  1.1621  -0.0834  0.167
H  -5.1515  0.8872  -2.4357  0.216
H  -4.2559  2.3464  -1.9903  0.205
H  -3.1077  1.9820  -4.0202  0.218
H  -3.5063  0.2506  -4.0092  0.223